ORCA calculation (wB97M-V/def2-TZVPD) on a structure of composition C40H47N7O3RuS2SbSe at a distorted geometry.

Positions of all 102 atoms, in Å:
Ru -0.361 0.040 0.021
N 2.161 1.339 3.735
C 1.403 1.182 2.626
O 1.622 0.249 1.868
C 0.359 2.250 2.401
C -0.394 2.090 1.085
H 2.815 0.608 3.969
H 1.913 2.003 4.445
H 0.877 3.217 2.453
H -0.325 2.202 3.256
H 0.004 2.790 0.345
H -1.453 2.328 1.221
C -5.034 2.932 -4.997
C -3.950 3.322 -4.044
C -3.664 4.660 -3.762
C -2.610 4.895 -2.893
N -1.882 3.925 -2.370
C -2.230 2.677 -2.699
S -1.257 1.364 -2.155
N -3.246 2.349 -3.495
H -5.436 3.812 -5.492
H -5.835 2.424 -4.464
H -4.638 2.240 -5.736
H -4.228 5.467 -4.203
H -2.321 5.900 -2.606
C -4.072 -1.900 4.515
C -4.368 -1.335 3.157
C -5.703 -1.196 2.788
C -6.070 -0.660 1.569
C -5.091 -0.224 0.693
C -3.760 -0.342 1.052
C -3.384 -0.917 2.260
Sb -1.242 -0.995 2.590
C -1.063 -3.139 2.967
C -2.165 -3.937 2.687
C -2.072 -5.317 2.706
C -0.860 -5.912 3.009
C 0.245 -5.120 3.272
C 0.172 -3.731 3.231
C 1.424 -2.923 3.396
C -1.522 -0.008 4.551
C -2.235 1.180 4.412
C -2.482 2.009 5.489
C -1.979 1.669 6.734
C -1.289 0.483 6.888
C -1.067 -0.376 5.813
C -0.390 -1.682 6.098
H -4.669 -2.792 4.694
H -4.328 -1.167 5.280
H -3.023 -2.150 4.636
H -6.463 -1.516 3.487
H -7.115 -0.590 1.303
H -5.357 0.208 -0.260
H -2.986 0.012 0.364
H -3.107 -3.471 2.431
H -2.939 -5.918 2.473
H -0.772 -6.988 3.025
H 1.195 -5.586 3.497
H 2.154 -3.457 3.999
H 1.214 -1.957 3.851
H 1.851 -2.724 2.412
H -2.618 1.454 3.436
H -3.066 2.909 5.365
H -2.127 2.318 7.584
H -0.923 0.201 7.868
H -0.865 -2.159 6.953
H 0.660 -1.537 6.347
H -0.467 -2.351 5.250
C 1.611 -3.665 -1.839
N 0.550 -4.036 -0.936
C -0.164 -5.247 -1.252
C 0.150 -3.219 0.030
O 0.748 -2.208 0.399
H 2.414 -4.403 -1.809
H 1.997 -2.694 -1.532
H 1.219 -3.589 -2.855
H 0.555 -6.037 -1.477
H -0.819 -5.091 -2.114
H -0.770 -5.548 -0.400
H -0.760 -3.566 0.541
C 1.374 3.317 -2.299
N 2.164 2.972 -1.152
C 2.458 1.713 -0.758
Se 1.916 0.095 -1.444
N 3.263 1.786 0.333
C 3.384 3.092 0.728
C 3.994 3.690 1.819
C 3.889 5.069 1.926
C 3.219 5.822 0.968
C 2.617 5.234 -0.132
C 2.692 3.853 -0.236
H 1.317 2.444 -2.947
H 1.840 4.142 -2.835
H 0.354 3.595 -2.012
H 3.525 0.948 0.832
H 4.507 3.098 2.561
H 4.330 5.570 2.774
H 3.159 6.894 1.082
H 2.092 5.828 -0.861
O -1.566 -3.054 -2.742
S -1.550 -1.627 -2.361
N -1.491 -1.393 -0.870

Multiplicity: 6
Highest occupied orbital energy (alpha / beta) (eV): -6.215 / -6.876
ΔE to the lowest compared entry with this formula, charge and spin (kcal/mol): 43.2
Expectation value of S²: 8.77


ORCA calculation (wB97M-V/def2-TZVPD) on a cluster of 2 separate species, C3H11NS2 in total.

Positions of all 17 atoms, in Å:
C 1.770 -2.114 0.585
N 0.788 -1.155 1.082
C 1.403 -0.166 1.961
H 1.511 -2.482 -0.401
H 1.952 -2.976 1.244
H 2.720 -1.600 0.418
H 0.066 -1.662 1.579
H 2.298 0.165 1.441
H 0.781 0.711 2.114
H 1.631 -0.497 2.986
C -2.699 1.864 -2.545
S -2.454 2.528 -0.892
S -0.732 1.677 -0.136
H -1.764 1.594 -3.025
H -3.367 1.008 -2.526
H -3.213 2.622 -3.143
H -0.692 0.482 -0.741

Highest occupied orbital energy (eV): -7.990
SMILES string: CNC.CSS
ΔE to the lowest compared entry with this formula, charge and spin (kcal/mol): 20.2


ORCA calculation (wB97M-V/def2-TZVPD) on the ion C17H21BrCl2NO5 with charge +1 at a distorted geometry.

Positions of all 47 atoms, in Å:
C 5.108 -2.278 1.495
O 3.714 -2.316 1.782
C 2.910 -2.250 0.633
C 2.038 -0.956 0.610
Cl 3.287 0.343 0.420
C 0.903 -0.954 -0.482
C -0.240 -0.021 0.029
C 0.321 1.428 -0.034
C 0.975 1.762 -1.402
O 1.121 3.175 -1.476
C 2.334 3.575 -0.916
C 2.412 4.127 0.502
O 3.344 3.487 -1.567
O -1.361 -0.231 -0.781
C -2.536 0.251 -0.231
O -2.565 1.055 0.671
C -3.845 -0.294 -0.773
C -4.309 -1.528 -0.332
C -5.524 -2.008 -0.789
C -6.244 -1.219 -1.673
C -5.788 -0.002 -2.140
C -4.568 0.474 -1.675
N -0.316 -0.482 1.456
Br -1.234 -2.110 1.728
C 1.163 -0.774 1.889
Cl 1.029 -2.245 2.918
H 5.622 -2.290 2.465
H 5.459 -3.167 0.947
H 5.431 -1.366 0.976
H 2.320 -3.160 0.445
H 3.591 -2.137 -0.228
H 0.597 -2.019 -0.464
H 1.212 -0.835 -1.524
H -0.479 2.169 0.097
H 1.021 1.623 0.794
H 1.930 1.253 -1.568
H 0.289 1.448 -2.203
H 3.072 5.002 0.547
H 1.423 4.467 0.841
H 2.851 3.385 1.182
H -3.689 -2.079 0.371
H -5.910 -2.960 -0.433
H -7.214 -1.588 -2.010
H -6.362 0.606 -2.836
H -4.163 1.437 -1.985
H -0.644 0.267 2.078
H 1.516 -0.065 2.642

Highest occupied orbital energy (eV): -12.348
Net charge: +1


ORCA calculation (wB97M-V/def2-TZVPD) on a cluster of 5 separate species, C3H16O4 in total at a distorted geometry.

Positions of all 23 atoms, in Å:
C 1.313 1.693 1.075
C 0.481 0.529 0.541
C -0.741 0.964 -0.266
H 1.844 2.232 0.299
H 1.935 1.314 1.888
H 0.648 2.360 1.635
H 0.186 -0.113 1.367
H 1.052 -0.086 -0.154
H -0.949 0.285 -1.089
H -1.668 1.150 0.287
H -0.632 1.917 -0.797
O -1.891 1.571 -3.238
H -2.384 1.408 -2.429
H -1.155 0.984 -3.403
O -3.534 -1.231 -1.341
H -3.116 -1.801 -1.997
H -2.936 -0.847 -0.693
O 1.154 -3.163 0.591
H 0.394 -2.745 0.164
H 1.803 -2.470 0.807
O 2.811 -1.419 1.870
H 2.945 -0.569 2.302
H 2.441 -1.964 2.580

Highest occupied orbital energy (eV): -11.194
SMILES string: CCC.O.O.O.O
ΔE to the lowest compared entry with this formula, charge and spin (kcal/mol): 20.9